Computed, not measured: the molecule C6H10O2S at a distorted geometry, with ωB97M-V/def2-TZVPD.

* E_HOMO (spin up / spin down): -8.53 / -8.25 eV
* Kohn-Sham gap (spin up / spin down): 0.318 / 0.295 Ha
* relative energy (zero: lowest compared OMol25 entry of this formula, charge and spin): 311.82 kJ/mol
* electronic energy: -21310.26122 eV
* LUMO (spin up / spin down): 0.120 / -0.232 eV

The geometry in ORCA input format:
```
! wB97M-V def2-TZVPD RIJCOSX def2/J DEFGRID3
* xyz 0 1
C -1.277 -0.177 -0.513
H 1.567 -0.885 1.896
H -0.031 -1.656 1.871
H 2.650 1.732 -1.117
O 0.065 1.960 -0.709
H -3.209 -0.650 0.169
H 1.256 1.715 0.920
H -2.643 -1.632 -1.183
H 1.135 -2.007 0.599
S -1.515 1.516 -1.037
H -2.005 -1.929 0.439
C 2.161 0.806 -0.824
C 0.929 1.131 0.041
C 0.752 -1.219 1.253
O -2.431 2.074 -0.053
C 0.235 -0.086 0.484
H 1.840 0.276 -1.719
C -2.336 -1.156 -0.250
H 2.859 0.186 -0.266
*
```